[1]
DFT (ωB97M-V/def2-TZVPD) results for C22H23ClN2O5S in the gas phase in a non-equilibrium geometry.

Positions of all 54 atoms, in Å:
C (-6.32, -1.89, -1.05)
O (-5.73, -0.86, -0.29)
C (-4.39, -0.88, -0.08)
C (-3.52, -1.85, -0.59)
C (-2.17, -1.77, -0.33)
C (-1.64, -0.73, 0.43)
C (-0.25, -0.57, 0.69)
C (0.24, 0.49, 1.38)
C (1.72, 0.72, 1.52)
N (2.32, 0.82, 0.21)
C (3.52, 0.06, -0.07)
C (3.20, -1.40, -0.44)
C (4.47, -2.13, -0.95)
C (4.46, -3.44, -0.16)
C (3.72, -3.02, 1.11)
O (2.71, -2.14, 0.67)
S (2.31, 2.38, -0.41)
O (2.81, 3.33, 0.54)
O (2.93, 2.35, -1.70)
C (0.55, 2.69, -0.62)
C (-0.02, 3.78, 0.02)
C (-1.37, 4.04, -0.13)
C (-2.14, 3.21, -0.93)
C (-1.58, 2.13, -1.58)
C (-0.22, 1.88, -1.43)
Cl (0.50, 0.56, -2.23)
C (-0.66, 1.47, 1.96)
O (-0.33, 2.44, 2.63)
N (-2.00, 1.26, 1.70)
C (-2.52, 0.25, 0.95)
C (-3.88, 0.16, 0.69)
H (-5.94, -1.90, -2.07)
H (-6.16, -2.87, -0.59)
H (-7.38, -1.67, -1.06)
H (-3.89, -2.66, -1.19)
H (-1.50, -2.51, -0.73)
H (0.44, -1.31, 0.31)
H (1.89, 1.65, 2.09)
H (2.18, -0.12, 2.05)
H (4.21, 0.08, 0.79)
H (4.00, 0.54, -0.92)
H (2.41, -1.39, -1.20)
H (4.44, -2.28, -2.02)
H (5.35, -1.54, -0.70)
H (5.46, -3.82, 0.04)
H (3.89, -4.20, -0.69)
H (3.23, -3.85, 1.63)
H (4.40, -2.51, 1.80)
H (0.62, 4.38, 0.65)
H (-1.81, 4.89, 0.37)
H (-3.20, 3.41, -1.05)
H (-2.17, 1.48, -2.21)
H (-2.64, 1.95, 2.09)
H (-4.57, 0.90, 1.07)

## Properties
HOMO (Eh): -0.3001
Calculated total energy (eV): -59762.6790
Maximum force (eV/A): 1.10
HOMO-LUMO gap (Eh): 0.308
Total charge: 0

Results of the Löwdin charge analysis, in e, for atoms 1 through 5: -0.084 -0.078 -0.271 -0.020 -0.012

***

[2]
DFT (ωB97M-V/def2-TZVPD) results for a molecular structure, C25H33MnO2S in a non-equilibrium geometry.

Positions of all 62 atoms, in Å:
O (0.09, -0.21, -4.66)
C (0.10, 1.06, -5.35)
C (0.06, 0.44, -6.74)
H (1.03, 1.59, -5.10)
H (-0.77, 1.69, -5.15)
C (0.13, -0.88, -5.95)
H (0.91, 0.68, -7.37)
H (-0.89, 0.56, -7.26)
C (1.40, -1.65, -6.24)
H (2.30, -1.04, -6.11)
H (1.36, -1.99, -7.29)
H (1.47, -2.56, -5.63)
C (-1.07, -1.77, -6.18)
H (-2.00, -1.24, -5.94)
H (-1.01, -2.68, -5.56)
H (-1.08, -2.08, -7.23)
Mn (-0.43, -0.79, 2.32)
C (-2.22, -1.24, 3.36)
C (-1.92, 0.14, 3.61)
C (-1.89, 0.83, 2.35)
H (-1.84, 0.59, 4.59)
C (-2.18, -0.12, 1.30)
C (-2.36, -1.41, 1.92)
H (-2.63, -2.33, 1.41)
H (-2.39, -2.00, 4.12)
H (-1.71, 1.90, 2.18)
H (-2.40, 0.10, 0.26)
C (0.77, -2.03, 3.58)
C (-0.14, -2.79, 2.77)
C (0.16, -2.54, 1.38)
H (-0.89, -3.49, 3.14)
C (1.30, -1.66, 1.34)
C (1.68, -1.37, 2.69)
H (2.57, -0.81, 2.98)
H (0.82, -2.05, 4.67)
H (-0.29, -3.03, 0.52)
H (1.83, -1.35, 0.43)
O (1.59, 0.68, -2.01)
C (0.37, -0.09, -1.89)
C (-0.83, 0.85, -2.10)
H (0.25, -0.55, -0.88)
H (0.44, -0.93, -2.60)
C (-0.22, 2.27, -2.25)
H (-1.45, 0.82, -1.19)
H (-1.43, 0.53, -2.94)
C (1.21, 2.06, -1.73)
H (-0.78, 3.02, -1.68)
H (-0.22, 2.58, -3.30)
H (1.17, 2.24, -0.62)
H (1.98, 2.69, -2.22)
S (1.09, 1.51, 2.97)
C (0.96, 1.55, 4.67)
C (1.78, 0.75, 5.50)
C (1.66, 0.82, 6.89)
C (0.71, 1.67, 7.48)
C (-0.11, 2.47, 6.67)
C (0.01, 2.42, 5.28)
H (2.51, 0.09, 5.03)
H (2.31, 0.20, 7.51)
H (0.61, 1.71, 8.57)
H (-0.84, 3.15, 7.11)
H (-0.62, 3.02, 4.62)

## Properties
HOMO (spin up / spin down) (Eh): -0.2360 / -0.2548
Calculated total energy (eV): -72705.7762
Expectation value of S²: 6.15
Maximum force (eV/A): 3.03
HOMO-LUMO gap (spin up / spin down) (Eh): 0.216 / 0.239
Total charge: 0
Multiplicity: 5

Results of the Löwdin charge analysis, in e, for atoms 1 through 5: -0.107 -0.169 -0.073 0.127 0.113

***

[3]
DFT (ωB97M-V/def2-TZVPD) results for a molecular structure, H33O17 in a non-equilibrium geometry.

Positions of all 50 atoms, in Å:
O (-3.92, -0.10, -3.47)
H (-3.78, 0.85, -3.28)
H (-3.10, -0.48, -3.09)
O (0.35, -1.03, -0.79)
H (0.21, -1.31, -1.72)
H (-0.17, -0.23, -0.85)
O (5.62, -0.09, -1.90)
H (5.30, -0.63, -2.63)
H (5.42, 0.83, -1.98)
O (0.50, 0.94, -3.52)
H (1.20, 0.39, -3.18)
H (0.08, 1.45, -2.82)
O (-0.94, 1.94, -1.73)
H (-1.72, 2.43, -1.89)
O (1.72, -1.37, 3.16)
H (2.33, -0.62, 3.19)
H (0.94, -0.95, 2.75)
O (-1.70, -1.59, 2.69)
H (-1.55, -1.49, 1.72)
H (-1.60, -2.58, 2.70)
O (-1.74, 0.53, -0.02)
H (-2.59, 0.18, -0.26)
H (-1.46, 1.26, -0.86)
O (-4.63, 3.57, -0.27)
H (-3.82, 3.13, 0.10)
H (-4.51, 4.42, 0.14)
O (2.16, 1.75, 2.13)
H (1.20, 1.40, 2.14)
H (2.14, 1.95, 1.16)
O (-2.60, 2.66, 1.11)
H (-1.82, 3.18, 0.76)
H (-2.32, 1.73, 0.74)
O (2.59, -2.60, -0.26)
H (3.30, -2.05, -0.42)
H (1.73, -2.39, -0.59)
O (-0.16, 0.54, 2.33)
H (-0.19, 0.37, 1.43)
H (-0.98, 0.64, 2.87)
O (1.26, -4.54, 1.42)
H (1.49, -3.85, 0.74)
H (1.65, -4.02, 2.21)
O (-0.26, 3.61, 0.36)
H (-0.23, 4.51, -0.04)
H (-0.22, 2.99, -0.38)
O (2.84, -0.27, -1.63)
H (3.72, -0.51, -1.38)
H (2.24, -0.28, -0.89)
O (-1.44, -4.55, 1.38)
H (-0.51, -4.45, 1.27)
H (-2.04, -5.26, 1.34)

## Properties
HOMO (Eh): -0.2760
Calculated total energy (eV): -35345.0431
Maximum force (eV/A): 4.48
HOMO-LUMO gap (Eh): 0.361
Total charge: -1
Energy relative to the best compared isomer or geometry (same formula, charge and spin) (kcal/mol): 55.21

Results of the Löwdin charge analysis, in e, for atoms 1 through 5: -0.083 0.042 0.039 -0.057 0.084

***

[4]
DFT (ωB97M-V/def2-TZVPD) results for 2 unconnected molecules or ions with the total composition C3H5NO in a non-equilibrium geometry.

Positions of all 10 atoms, in Å:
C (1.88, 0.23, 0.24)
C (-0.18, 0.32, -0.02)
C (-1.04, -0.93, -0.06)
N (-0.35, 1.49, -0.33)
O (2.58, -0.10, -0.63)
H (2.08, 0.57, 1.36)
H (-1.59, -1.14, 0.92)
H (-0.52, -1.84, -0.22)
H (-1.79, -0.66, -0.71)
H (-1.08, 2.07, -0.56)

## Properties
HOMO (Eh): -0.2805
Calculated total energy (eV): -6726.0443
Maximum force (eV/A): 5.58
HOMO-LUMO gap (Eh): 0.316
Total charge: 0
Energy relative to the best compared isomer or geometry (same formula, charge and spin) (kcal/mol): 81.37

Results of the Löwdin charge analysis, in e, for atoms 1 through 5: -0.160 -0.271 -0.058 0.114 0.050

***

[5]
DFT (ωB97M-V/def2-TZVPD) results for 17 unconnected molecules or ions with the total composition C3H39O17 in a non-equilibrium geometry.

Positions of all 59 atoms, in Å:
C (1.77, 0.12, -1.29)
C (1.11, 1.07, -0.25)
C (-0.42, 1.10, -0.50)
O (1.18, 0.53, 1.02)
H (2.71, 0.56, -1.51)
H (1.30, 0.04, -2.22)
H (1.78, -0.91, -0.96)
H (1.66, 1.99, -0.27)
H (-1.05, 1.87, -0.01)
H (-0.90, 0.14, -0.25)
H (-0.60, 1.32, -1.65)
O (-3.37, 0.84, 0.98)
H (-3.99, 0.17, 1.14)
H (-3.77, 1.68, 0.93)
O (1.89, 2.45, 2.51)
H (2.78, 2.67, 2.24)
H (1.61, 1.73, 1.96)
O (2.67, -3.82, -1.77)
H (2.26, -3.16, -2.30)
H (2.99, -3.42, -1.00)
O (4.02, 0.05, 0.81)
H (3.95, -0.57, 1.51)
H (3.14, 0.33, 0.58)
O (-3.12, 3.97, 0.65)
H (-2.63, 4.58, 0.13)
H (-2.39, 3.45, 0.91)
O (1.69, -1.87, -3.85)
H (1.92, -0.97, -3.92)
H (0.82, -1.78, -4.27)
O (-1.00, -1.22, -3.70)
H (-1.77, -1.80, -3.76)
H (-0.72, -1.22, -2.80)
O (-0.67, -2.26, -1.00)
H (-1.56, -1.98, -1.04)
H (-0.53, -2.84, -1.71)
O (1.05, -2.19, 1.00)
H (1.23, -1.24, 1.06)
H (0.46, -2.20, 0.22)
O (-3.93, 1.99, -1.84)
H (-4.77, 1.92, -1.40)
H (-3.53, 2.59, -1.22)
O (-0.23, 4.15, 1.22)
H (-0.46, 4.54, 2.10)
H (0.56, 3.65, 1.44)
O (-3.23, -1.43, -0.96)
H (-2.78, -0.64, -0.50)
H (-3.61, -1.17, -1.77)
O (-1.09, 1.39, 2.42)
H (-1.87, 0.96, 1.94)
H (-0.37, 1.45, 1.72)
O (-1.25, -1.83, 2.27)
H (-0.47, -1.94, 1.70)
H (-1.91, -2.51, 2.00)
O (3.45, -3.16, 0.95)
H (3.25, -4.04, 1.16)
H (2.69, -2.56, 1.12)
O (1.18, -0.22, 3.71)
H (0.90, 0.26, 2.91)
H (1.99, -0.62, 3.41)

## Properties
HOMO (Eh): -0.2015
Calculated total energy (eV): -38553.0348
Maximum force (eV/A): 3.93
HOMO-LUMO gap (Eh): 0.273
Total charge: -1
Energy relative to the best compared isomer or geometry (same formula, charge and spin) (kcal/mol): 66.83

Results of the Löwdin charge analysis, in e, for atoms 1 through 5: -0.045 -0.494 -0.057 -0.359 0.071

***

[6]
DFT (ωB97M-V/def2-TZVPD) results for 2 unconnected molecules or ions with the total composition C5H18N3Si.

Positions of all 27 atoms, in Å:
C (-1.56, 2.10, -0.48)
C (0.81, -2.44, 0.04)
C (3.77, 0.73, -0.22)
C (-1.74, 1.39, 0.84)
C (1.50, -0.11, 0.09)
N (0.57, -1.02, 0.15)
N (-1.86, -0.07, 0.69)
N (2.79, -0.32, -0.05)
Si (-3.02, -0.75, -0.47)
H (-1.33, 3.15, -0.30)
H (-0.77, 1.66, -1.08)
H (-2.48, 2.06, -1.06)
H (1.50, -2.66, -0.78)
H (1.22, -2.84, 0.97)
H (-0.14, -2.93, -0.16)
H (3.30, 1.70, -0.06)
H (4.57, 0.61, 0.50)
H (4.19, 0.70, -1.22)
H (-0.89, 1.59, 1.50)
H (-2.63, 1.79, 1.34)
H (1.18, 0.92, 0.16)
H (3.15, -1.26, -0.11)
H (-1.99, -0.46, 1.61)
H (-0.44, -0.68, 0.33)
H (-2.40, -0.51, -1.77)
H (-4.36, -0.18, -0.37)
H (-2.96, -2.17, -0.10)

## Properties
HOMO (Eh): -0.4907
Calculated total energy (eV): -17819.1750
Maximum force (eV/A): 0.67
HOMO-LUMO gap (Eh): 0.400
Total charge: +1
Energy relative to the best compared isomer or geometry (same formula, charge and spin) (kcal/mol): 0.00

Results of the Löwdin charge analysis, in e, for atoms 1 through 5: -0.112 -0.038 -0.038 -0.327 -0.133